This record from OMol25 describes a molecular structure, C15H15Br9O4. The level of theory is ωB97M-V/def2-TZVPD.

## Properties
* 2S+1: 1
* orbital gap: 8.071 eV
* E: -24047.61461 hartree
* ΔE to the lowest compared entry with this formula, charge and spin: 0.000 eV
* LUMO level: -0.19 eV
* charge: 0

Atoms and positions in Å:
C -0.712 -4.619 -3.419
Br 0.402 -3.337 -2.459
Br 0.243 -6.261 -3.800
Br -1.476 -3.945 -5.052
H -1.502 -4.830 -2.713
C -1.134 -0.647 -0.780
Br -2.754 -1.359 -1.663
Br -0.579 -1.789 0.695
Br -1.483 1.140 -0.190
H -0.345 -0.649 -1.520
C 0.493 -0.180 -5.687
Br -0.129 -0.688 -7.448
Br 2.055 -1.263 -5.259
Br -0.903 -0.233 -4.334
H 0.816 0.850 -5.679
C -3.472 1.356 2.934
C -3.519 0.556 4.072
C -3.320 1.092 5.328
C -3.251 2.474 5.486
C -3.223 3.297 4.366
C -3.328 2.720 3.097
O -3.350 3.542 1.985
O -3.399 0.278 6.440
H -3.603 0.949 1.943
H -3.656 -0.514 3.985
H -3.289 3.008 6.430
H -2.979 4.346 4.469
H -3.629 4.415 2.272
H -3.755 0.778 7.178
C 4.058 0.228 -2.148
C 3.464 -0.925 -1.686
C 3.352 -1.243 -0.344
C 3.783 -0.318 0.589
C 4.336 0.895 0.157
C 4.540 1.127 -1.184
O 5.063 2.345 -1.526
O 2.771 -2.430 -0.005
H 4.222 0.424 -3.198
H 3.039 -1.653 -2.376
H 3.687 -0.535 1.647
H 4.620 1.612 0.915
H 5.633 2.391 -2.293
H 2.213 -2.407 0.777

Results of the Mulliken charge analysis, in e, for atoms 1 through 8:
1 C -0.345
2 Br 0.130
3 Br -0.047
4 Br -0.016
5 H 0.333
6 C -0.108
7 Br -0.043
8 Br -0.038

***

This record from OMol25 describes 2 unconnected molecules or ions with the total composition C3H8NO2S. The level of theory is ωB97M-V/def2-TZVPD.

## Properties
* 2S+1: 1
* orbital gap: 7.864 eV
* E: -722.60215 hartree
* ΔE to the lowest compared entry with this formula, charge and spin: 0.814 eV
* LUMO level: 3.58 eV
* charge: -1

Atoms and positions in Å:
N -0.894 -2.153 -2.132
C -0.582 -1.083 -1.283
O -1.432 -0.882 -0.351
O 0.536 -0.555 -1.488
H -1.837 -2.576 -1.989
H -0.580 -2.091 -3.071
C 1.180 1.836 0.187
S 1.490 1.164 1.857
C -0.105 0.279 2.148
H 0.506 2.699 0.129
H 0.767 0.965 -0.364
H 2.147 2.059 -0.274
H 0.056 -0.450 2.966
H -0.881 1.003 2.455
H -0.370 -0.215 1.211

Results of the Mulliken charge analysis, in e, for atoms 1 through 8:
1 N -0.493
2 C 0.663
3 O -0.825
4 O -0.823
5 H 0.221
6 H 0.206
7 C -0.244
8 S -0.181

***

This record from OMol25 describes 2 unconnected molecules or ions with the total composition C4H6O2. The level of theory is ωB97M-V/def2-TZVPD.

## Properties
* 2S+1: 1
* orbital gap: 9.354 eV
* E: -306.39709 hartree
* ΔE to the lowest compared entry with this formula, charge and spin: 2.972 eV
* structure (SMILES): O=C=CO.C=C
* LUMO level: 0.48 eV
* charge: 0

Atoms and positions in Å:
O 0.643 2.063 -0.105
C 0.986 0.965 -0.317
C 1.450 -0.254 -0.549
O 2.718 -0.394 -1.100
H 0.812 -1.118 -0.413
H 3.351 -0.452 -0.374
C -1.470 -0.249 1.102
C -1.885 -0.032 -0.142
H -1.336 -1.254 1.496
H -1.246 0.573 1.778
H -2.014 0.976 -0.531
H -2.107 -0.848 -0.825

Results of the Mulliken charge analysis, in e, for atoms 1 through 8:
1 O -0.364
2 C 0.736
3 C -0.506
4 O -0.494
5 H 0.317
6 H 0.321
7 C -0.549
8 C -0.532

***

This record from OMol25 describes 2 unconnected molecules or ions with the total composition C4H9O2. The level of theory is ωB97M-V/def2-TZVPD.

## Properties
* 2S+1: 1
* orbital gap: 8.136 eV
* E: -308.33455 hartree
* ΔE to the lowest compared entry with this formula, charge and spin: 0.281 eV
* LUMO level: 4.23 eV
* charge: -1

Atoms and positions in Å:
C 1.353 -0.972 -0.395
C 2.266 -1.025 0.835
H 0.981 0.034 -0.626
H 1.906 -1.193 -1.312
H 0.600 -1.757 -0.307
H 1.824 -0.529 1.699
H 2.552 -2.041 1.116
H 3.180 -0.496 0.564
C -2.766 1.100 -0.043
C -1.237 1.211 -0.430
O -0.938 0.588 -1.472
O -0.498 1.909 0.301
H -2.990 1.648 0.867
H -2.966 0.043 0.133
H -3.265 1.480 -0.931

Results of the Mulliken charge analysis, in e, for atoms 1 through 8:
1 C -0.610
2 C -0.855
3 H 0.154
4 H 0.262
5 H 0.249
6 H 0.266
7 H 0.285
8 H 0.243

***

This record from OMol25 describes a single C2H4N4O molecule. The level of theory is ωB97M-V/def2-TZVPD.

## Properties
* 2S+1: 1
* orbital gap: 9.694 eV
* E: -372.74249 hartree
* ΔE to the lowest compared entry with this formula, charge and spin: 4.295 eV
* structure (SMILES): COc1nnn[nH]1
* LUMO level: 0.33 eV
* charge: 0

Atoms and positions in Å:
C 2.493 0.193 0.216
O 1.334 -0.577 -0.157
C 0.199 -0.137 -0.233
N -0.804 -1.134 -0.026
N -1.951 -0.494 0.188
N -1.822 0.761 0.093
N -0.401 0.993 -0.188
H 2.096 0.838 1.094
H 2.784 1.086 -0.686
H 3.386 -0.453 0.426
H -0.237 1.927 0.057

Results of the Mulliken charge analysis, in e, for atoms 1 through 8:
1 C -0.586
2 O -0.306
3 C 0.588
4 N -0.294
5 N -0.192
6 N -0.301
7 N 0.035
8 H 0.290

***

This record from OMol25 describes 2 unconnected molecules or ions with the total composition CH2NO2PS2. The level of theory is ωB97M-V/def2-TZVPD.

## Properties
* 2S+1: 1
* orbital gap: 9.704 eV
* E: -1382.32801 hartree
* ΔE to the lowest compared entry with this formula, charge and spin: 0.477 eV
* structure (SMILES): NP(=O)=S.O=C=S
* LUMO level: 0.10 eV
* charge: 0

Atoms and positions in Å:
N 1.626 -0.160 -0.163
P 0.262 0.799 -0.404
O -0.655 0.274 -1.445
S -0.077 2.543 0.379
H 2.516 0.101 0.237
H 1.830 -0.929 -0.776
O -0.842 -0.565 1.451
C -1.799 -0.819 0.862
S -2.861 -1.244 -0.141

Results of the Mulliken charge analysis, in e, for atoms 1 through 8:
1 N -0.405
2 P 0.700
3 O -0.535
4 S -0.304
5 H 0.245
6 H 0.264
7 O -0.407
8 C 0.717

***

This record from OMol25 describes a single C4H8O2 molecule. The level of theory is ωB97M-V/def2-TZVPD.

## Properties
* 2S+1: 1
* orbital gap: 10.509 eV
* E: -307.61036 hartree
* ΔE to the lowest compared entry with this formula, charge and spin: 2.777 eV
* structure (SMILES): C1COCOC1
* LUMO level: 0.93 eV
* charge: 0

Atoms and positions in Å:
C -0.620 0.799 -0.470
C 0.736 0.413 -1.032
O 1.543 -0.388 -0.184
C 0.816 -1.242 0.656
O 0.003 -0.562 1.563
C -0.980 0.280 0.961
H -0.549 1.823 -0.911
H -1.420 0.396 -1.084
H 0.351 0.177 -2.076
H 1.400 1.249 -1.243
H 1.554 -1.788 1.252
H 0.236 -1.931 0.023
H -1.157 1.086 1.666
H -1.913 -0.310 0.878

Results of the Mulliken charge analysis, in e, for atoms 1 through 8:
1 C -0.455
2 C -0.364
3 O -0.401
4 C -0.236
5 O -0.393
6 C -0.455
7 H 0.328
8 H 0.266

***

This record from OMol25 describes a single C5H12N2 molecule. The level of theory is ωB97M-V/def2-TZVPD.

## Properties
* 2S+1: 1
* orbital gap: 8.523 eV
* E: -307.09135 hartree
* ΔE to the lowest compared entry with this formula, charge and spin: 3.755 eV
* structure (SMILES): C=C(CCN)NC
* LUMO level: 1.07 eV
* charge: 0

Atoms and positions in Å:
C 1.165 1.325 -1.509
C 0.273 0.764 -0.649
C 0.264 -0.774 -0.420
C 0.709 -1.218 0.973
N 0.273 -2.593 0.866
N -0.368 1.599 0.277
C -1.812 1.523 0.277
H 1.183 0.741 -2.517
H 1.997 2.127 -1.442
H 0.864 -1.350 -1.225
H -0.765 -1.039 -0.562
H 1.827 -1.064 1.084
H 0.049 -0.775 1.768
H 0.189 -3.078 1.774
H 0.598 -3.012 0.044
H 0.213 2.458 0.325
H -2.396 2.462 0.527
H -2.016 0.702 1.097
H -2.247 1.202 -0.688

Results of the Mulliken charge analysis, in e, for atoms 1 through 8:
1 C -0.733
2 C -0.010
3 C -0.702
4 C -0.167
5 N -0.438
6 N -0.219
7 C -0.755
8 H 0.208